# 1
C2F3NOS in the gas phase, computed with the ωB97M-V functional and the def2-TZVPD basis.

Geometry (Å):
C (1.4208, -0.9657, 0.0674)
C (-0.5926, 0.8289, 0.1033)
N (2.5090, -1.0078, -0.0956)
O (-0.9373, -1.7099, -1.0058)
F (-1.8212, 1.1001, 0.7269)
F (-0.5666, 1.4035, -1.0403)
F (0.3414, 1.3721, 0.8376)
S (-0.3535, -1.0211, 0.4064)

Results
HOMO-LUMO gap = 10.28 eV
relative energy (zero: lowest compared OMol25 entry of this formula, charge and spin) = 1.074 eV
calculated total energy = -903.87545 hartree

# 2
2 unconnected molecules or ions with the total composition C2F5N3, computed with the ωB97M-V functional and the def2-TZVPD basis.

Geometry (Å):
C (0.2497, -0.1742, -1.7080)
C (-0.0319, -0.3364, -0.3144)
N (0.4453, -0.1783, -2.8450)
N (0.5581, 0.6518, 0.4431)
N (-0.9187, -1.2885, -0.0069)
F (0.0782, 2.5369, 1.1781)
F (1.7727, 1.0651, 0.0241)
F (0.6120, 0.4804, 1.7406)
F (-0.5520, -1.9528, 1.1908)
F (-2.2136, -0.8040, 0.2976)

Results
HOMO-LUMO gap (spin up / spin down) = 6.93 / 6.93 eV
relative energy (zero: lowest compared OMol25 entry of this formula, charge and spin) = 4.480 eV
calculated total energy = -739.32375 hartree

# 3
A molecular structure, C2F6NO4S2Tm, computed with the ωB97M-V functional and the def2-TZVPD basis.

Geometry (Å):
O (1.8360, 4.0962, 0.0873)
Tm (0.4415, 2.5788, -0.8079)
N (2.6783, 1.1414, -1.2874)
S (3.6523, 3.6472, -0.1939)
O (4.4757, 4.8533, -0.5066)
C (4.0955, 3.2671, 1.5896)
F (5.0993, 2.3971, 1.6233)
F (3.0553, 2.7385, 2.2240)
F (4.4603, 4.3758, 2.2184)
S (1.8076, 0.1001, -1.9675)
O (0.3370, 0.5242, -1.8944)
O (1.9906, -1.3234, -1.6392)
C (2.0809, 0.1217, -3.8152)
F (1.7081, 1.2841, -4.3423)
F (3.3737, -0.0498, -4.0761)
F (1.3896, -0.8468, -4.4067)

Results
2S+1 = 3
HOMO-LUMO gap (spin up / spin down) = 5.86 / 5.92 eV
relative energy (zero: lowest compared OMol25 entry of this formula, charge and spin) = 1.530 eV
⟨S²⟩ = 2.003
calculated total energy = -2912.57685 hartree

# 4
A molecular structure, C2FLi2O2Sc, computed with the ωB97M-V functional and the def2-TZVPD basis.

Geometry (Å):
C (-0.5708, 0.9101, -0.4317)
O (-1.1162, 0.2069, -1.3841)
Sc (0.6208, -1.6180, -0.7428)
F (0.5970, -1.7186, 1.1993)
C (0.1041, 1.3357, 0.5048)
O (0.6454, 1.5681, 1.6552)
Li (0.3011, -0.2465, 2.1638)
Li (-0.5814, -0.4376, -2.9645)

Results
HOMO-LUMO gap (spin up / spin down) = 5.67 / 5.73 eV
calculated total energy = -1102.30658 hartree

# 5
2 unconnected molecules or ions with the total composition C2FNO2, computed with the ωB97M-V functional and the def2-TZVPD basis.

Geometry (Å):
C (0.4366, -1.2710, -0.0385)
C (-0.0538, 1.1841, -0.0513)
N (0.6915, -0.0503, 0.0611)
O (0.1776, -2.3886, -0.0321)
O (-0.2014, 2.3994, -0.0505)
F (-1.5943, 0.0831, 0.0775)

Results
HOMO-LUMO gap = 10.69 eV
relative energy (zero: lowest compared OMol25 entry of this formula, charge and spin) = 2.772 eV
calculated total energy = -381.22905 hartree

# 6
A molecular structure, C2H10BORbS, computed with the ωB97M-V functional and the def2-TZVPD basis.

Geometry (Å):
Rb (0.5855, 1.4919, 2.1256)
B (-1.3684, 3.8542, 1.6434)
H (-2.0293, 3.0677, 1.3134)
H (-0.3925, 3.5347, 1.3120)
H (-1.5495, 4.8086, 1.1738)
H (-1.3696, 3.8767, 2.7222)
C (-0.5536, -2.7622, -1.1344)
S (0.2751, -1.1224, -1.3148)
O (-0.0685, -0.2769, -0.1037)
C (1.9324, -1.7296, -1.2062)
H (-1.6259, -2.6606, -1.3021)
H (-0.5093, -2.8489, -0.0487)
H (-0.1657, -3.6235, -1.6783)
H (2.6089, -0.8749, -1.2148)
H (2.2158, -2.4223, -1.9986)
H (2.0147, -2.3125, -0.2889)

Results
HOMO-LUMO gap = 7.60 eV
relative energy (zero: lowest compared OMol25 entry of this formula, charge and spin) = 0.000 eV
calculated total energy = -604.42009 hartree

# 7
A molecular structure, C2H10F6MgNO9S2, computed with the ωB97M-V functional and the def2-TZVPD basis.

Geometry (Å):
Mg (-0.9138, 0.4292, -0.7004)
C (0.2332, -0.3529, 3.3122)
F (0.5376, 0.5098, 4.2662)
F (0.7385, -1.5244, 3.6123)
F (-1.0958, -0.4561, 3.1979)
S (1.0260, 0.3774, 1.7775)
O (0.4953, 1.7028, 1.6786)
O (2.4144, 0.2506, 2.0014)
N (0.4308, -0.3943, 0.4455)
S (1.2934, -1.7256, 0.0894)
O (1.6598, -2.4817, 1.2218)
O (0.5925, -2.4085, -0.9730)
C (2.8341, -1.1287, -0.7458)
F (3.8623, -1.0929, 0.0739)
F (3.0831, -1.9322, -1.7477)
F (2.6133, 0.1180, -1.1780)
O (-2.1135, 0.8297, 1.0205)
H (-2.8042, 0.1815, 1.1969)
H (-2.3006, 1.5672, 1.6116)
O (-1.9561, -1.2673, -1.0675)
H (-2.7289, -1.6877, -0.6767)
H (-1.3573, -2.0010, -1.3084)
O (0.2369, -0.1040, -2.5474)
H (0.9396, 0.3529, -3.0216)
H (0.0313, -0.8794, -3.0824)
O (0.0379, 2.2086, -0.9589)
H (0.1102, 2.6083, -1.8345)
H (0.1677, 2.9245, -0.3209)
O (-2.4366, 1.4981, -1.7380)
H (-2.3210, 2.4153, -1.4619)
H (-3.3100, 1.4628, -2.1426)

Results
HOMO-LUMO gap = 10.50 eV
net charge = +1
relative energy (zero: lowest compared OMol25 entry of this formula, charge and spin) = 0.000 eV
calculated total energy = -2409.70632 hartree

# 8
A molecular structure, C2H10InO4, computed with the ωB97M-V functional and the def2-TZVPD basis.

Geometry (Å):
In (7.4126, 11.9463, 23.8293)
O (7.9001, 8.9902, 23.6882)
H (8.2718, 8.3410, 24.2853)
H (7.4328, 8.4732, 23.0321)
O (5.6045, 13.2673, 25.7742)
H (4.6865, 13.0468, 25.9319)
H (5.8718, 13.7541, 26.5538)
C (5.8561, 13.8924, 20.8795)
C (4.6121, 13.4181, 21.5972)
O (4.8160, 13.2353, 22.9725)
O (6.9362, 13.1722, 21.1533)
H (5.9781, 14.9432, 21.1422)
H (5.7517, 13.8862, 19.7946)
H (4.1614, 12.5160, 21.1834)
H (3.8266, 14.1723, 21.5489)
H (4.2844, 13.9337, 23.3612)
H (7.3448, 12.7888, 20.3738)

Results
HOMO-LUMO gap = 3.88 eV
net charge = +3
relative energy (zero: lowest compared OMol25 entry of this formula, charge and spin) = 1.518 eV
calculated total energy = -571.84065 hartree

> What is the calculated total energy in the fifth record?

-381.22905 hartree